1.
# H20KrO10

H20KrO10 as an isolated structure (ωB97M-V with the def2-TZVPD basis set, the OMol25 dataset).

Geometry (Å):
Kr: -6.0536 18.5062 -5.6596
O: -3.2538 16.6284 -5.1050
H: -3.4137 15.7280 -4.8223
H: -3.8055 16.7383 -5.8795
O: -8.5211 16.1667 -3.9925
H: -8.2022 15.6667 -4.7438
H: -8.9719 15.5209 -3.4484
O: -5.9700 16.7414 -2.8791
H: -5.4201 15.9824 -3.0737
H: -6.8361 16.5009 -3.2079
O: -6.0592 19.2177 -1.7694
H: -6.4240 18.9910 -0.9140
H: -5.9324 18.3759 -2.2070
O: -9.3213 17.3758 -6.7902
H: -9.7816 16.8547 -6.1323
H: -9.1922 18.2281 -6.3740
O: -3.9940 21.4538 -5.6999
H: -3.4888 20.7247 -5.3401
H: -3.7594 21.4736 -6.6277
O: -9.8482 18.9685 -3.7465
H: -9.7812 19.4080 -4.5942
H: -9.4111 18.1270 -3.8773
O: -2.6764 19.0625 -4.1874
H: -2.9942 19.1999 -3.2950
H: -3.0322 18.2107 -4.4405
O: -4.9468 16.5668 -7.9529
H: -5.7045 15.9832 -7.9931
H: -5.0427 17.1374 -8.7154
O: -8.0022 17.8734 -9.3268
H: -8.1943 17.6426 -8.4180
H: -8.7741 18.3577 -9.6198

Forces on atoms 1 to 6 (eV/Å):
Kr -0.18 0.22 0.05
O 0.02 -0.32 0.09
H 0.13 -0.19 0.10
H -0.27 0.08 -0.62
O -0.03 0.17 0.03
H 0.14 -0.06 -0.44

The total charge is 0. The spin multiplicity is 1.

2.
# C3H4INO

C3H4INO as an isolated structure (ωB97M-V with the def2-TZVPD basis set, the OMol25 dataset).

Geometry (Å):
C: 1.3732 -1.1700 1.2356
C: 0.7987 -0.3953 0.3012
C: -0.4909 0.1928 0.4048
N: -1.6321 0.5677 0.5359
O: -0.3784 1.2094 -2.0874
I: -2.1176 1.7710 -2.1987
H: 2.2929 -1.6350 0.9166
H: 0.9298 -1.3930 2.1258
H: 1.2423 -0.3852 -0.7348
H: -2.0179 1.2376 -0.4990

Forces on atoms 1 to 6 (eV/Å):
C 0.40 1.07 -3.16
C 0.98 -0.97 -1.13
C -4.46 1.49 0.14
N 4.69 -1.41 -0.15
O 1.80 -0.66 -0.05
I -1.04 0.56 -0.35

The total charge is 0. The spin multiplicity is 1.

3.
# CN4O

A 2-piece molecular cluster, CN4O overall (ωB97M-V with the def2-TZVPD basis set, the OMol25 dataset).

Geometry (Å):
C: -2.4370 0.0698 -0.0488
N: -1.3599 0.4132 0.2187
N: 3.6233 -0.2334 -0.2441
N: 1.3324 0.1597 0.2179
N: 2.4698 -0.1094 0.0400
O: -3.6287 -0.2999 -0.1837

Forces on the atoms, in the same order (eV/Å):
C -2.57 -0.68 0.46
N 0.88 0.74 -0.03
N -0.38 -0.53 0.46
N 2.30 -1.02 0.20
N -0.70 1.41 -0.66
O 0.46 0.08 -0.43

The total charge is -2. The spin multiplicity is 1.

4.
# CH3NO5

A 2-piece molecular cluster, CH3NO5 overall (ωB97M-V with the def2-TZVPD basis set, the OMol25 dataset).

Geometry (Å):
C: 1.0335 -0.1043 0.2955
N: -1.6036 0.2010 -0.4328
O: -2.4748 1.0280 -0.4591
O: -2.0126 -1.1524 -0.1597
O: 1.8494 0.2131 1.3759
O: 0.5397 -1.1915 0.2262
O: 1.0762 0.8627 -0.6258
H: 2.3320 1.0035 1.1919
H: -1.1580 -1.7052 -0.1132
H: 0.4181 0.8450 -1.2989

Forces on atoms 1 to 6 (eV/Å):
C 2.07 -0.10 0.83
N -1.56 0.47 -0.08
O 1.53 -3.06 0.31
O 0.08 1.11 -0.26
O -1.75 -1.30 -1.23
O 0.04 0.22 0.04

The total charge is 0. The spin multiplicity is 1. The SMILES is O=C(O)O.O=NO.

Number 1: F_max 0.9 eV/A, E -3517.99468 a.u., Kohn-Sham gap 9.9062 eV. Number 2: F_max 4.9 eV/A, E -544.21657 a.u., Kohn-Sham gap 7.6133 eV. Number 3: F_max 2.7 eV/A, E -332.27734 a.u., Kohn-Sham gap 5.9140 eV. Number 4: F_max 3.4 eV/A, E -470.78572 a.u., Kohn-Sham gap 10.3922 eV.